# 1
{
  "formula": "C34H49GeN2OPSSi3Zr",
  "method": "ωB97M-V with the def2-TZVPD basis set",
  "total_charge": 3,
  "homo_energy_ha": [-0.5551, -0.5879],
  "multiplicity": 2,
  "gap_ev": [6.2, 6.1],
  "lumo_energy_ev": [-8.94, -9.85],
  "elements": ["Zr", "O", "C", "C", "C", "C", "C", "C", "C", "P", "C", "C", "C", "C", "C", "C", "C", "C", "C", "C", "C", "C", "H", "H", "H", "H", "H", "H", "H", "H", "H", "H", "H", "H", "H", "H", "C", "C", "C", "C", "N", "C", "S", "N", "C", "H", "H", "H", "H", "H", "H", "H", "H", "C", "Si", "C", "C", "Ge", "Si", "C", "C", "C", "Si", "C", "C", "C", "H", "H", "H", "H", "H", "H", "H", "H", "H", "H", "H", "H", "H", "H", "H", "H", "H", "H", "H", "H", "H", "H", "H", "H", "H", "H", "H"],
  "coordinates": [[0.6110, -0.9200, -0.2101], [0.0314, -2.5750, -1.2134], [-1.0452, -1.9191, -1.0600], [-2.2442, -1.9313, -1.8062], [-2.8232, -2.9766, -2.5279], [-4.0169, -2.7383, -3.1830], [-4.6034, -1.4744, -3.1333], [-4.0236, -0.4231, -2.4209], [-2.8470, -0.6559, -1.7358], [-1.9714, 0.6011, -0.7204], [-2.9150, 2.1084, -1.0754], [-4.0674, 2.3166, -0.3134], [-4.9159, 3.3711, -0.6140], [-4.6049, 4.2285, -1.6612], [-3.4547, 4.0275, -2.4155], [-2.6093, 2.9645, -2.1331], [-0.4047, 0.9366, -1.6579], [0.0019, 0.2922, -2.8435], [1.1300, 0.7391, -3.5193], [1.8266, 1.8545, -3.0650], [1.4369, 2.4998, -1.9024], [0.3492, 2.0250, -1.1854], [-2.3518, -3.9509, -2.5568], [-4.4991, -3.5333, -3.7358], [-5.5371, -1.3041, -3.6543], [-4.4937, 0.5514, -2.4072], [-4.3075, 1.6413, 0.5020], [-5.8169, 3.5237, -0.0345], [-5.2610, 5.0579, -1.8916], [-3.2178, 4.6997, -3.2297], [-1.7345, 2.8044, -2.7506], [-0.6144, -0.4769, -3.2909], [1.4248, 0.2496, -4.4372], [2.6705, 2.2261, -3.6324], [1.9721, 3.3750, -1.5574], [-0.0053, 2.5639, -0.3128], [7.8899, -0.8814, -1.1901], [6.5427, -0.8538, -1.8244], [6.2777, -1.1491, -3.1322], [4.9536, -1.1104, -3.5814], [3.9385, -0.7822, -2.7627], [4.2066, -0.4741, -1.5117], [3.0049, 0.0908, -0.3905], [5.4793, -0.5289, -1.0436], [4.6292, -1.4165, -5.0029], [8.6718, -0.8458, -1.9438], [8.0130, -1.8083, -0.6239], [8.0229, -0.0464, -0.5012], [7.0813, -1.4074, -3.8073], [5.6369, -0.2785, -0.0742], [5.0249, -2.3953, -5.2796], [5.1169, -0.6873, -5.6546], [3.5574, -1.3947, -5.1734], [0.9290, -2.0897, 4.0060], [1.5512, -1.2630, 2.4756], [2.3498, -2.6167, 1.3669], [2.6543, 0.1491, 2.9878], [-0.8245, 0.2286, 1.6783], [-0.9978, 2.1888, 3.1943], [-0.6681, 1.4083, 4.8402], [-2.7446, 2.7342, 2.9415], [0.3181, 3.3966, 2.6716], [-2.4110, -1.5702, 2.3418], [-1.6493, -3.2286, 1.8325], [-4.0688, -1.3276, 1.5127], [-2.7284, -1.5604, 4.1760], [1.8129, -2.3210, 4.6103], [0.3974, -3.0206, 3.8139], [0.2909, -1.4340, 4.5994], [3.4273, -2.6046, 1.5395], [2.2239, -2.5456, 0.2775], [1.9701, -3.5982, 1.6552], [3.6469, -0.2361, 3.2439], [2.2480, 0.6103, 3.8911], [2.7728, 0.9227, 2.2341], [-1.4145, 0.6577, 5.0964], [-0.7067, 2.1905, 5.6056], [0.3214, 0.9521, 4.8919], [-3.4369, 1.9019, 3.0903], [-2.8943, 3.1471, 1.9436], [-2.9942, 3.5110, 3.6707], [0.9606, 3.6387, 3.5215], [-0.1302, 4.3302, 2.3234], [0.9535, 3.0057, 1.8761], [-0.6269, -3.1637, 1.4491], [-2.2560, -3.7255, 1.0702], [-1.6207, -3.9011, 2.6939], [-4.0171, -1.0086, 0.4729], [-4.6560, -0.5891, 2.0659], [-4.6229, -2.2702, 1.5416], [-1.8718, -1.8603, 4.7796], [-3.5371, -2.2685, 4.3831], [-3.0662, -0.5797, 4.5180]],
  "mulliken_spin": [0.3490, 0.0231, -0.0314, 0.1002, 0.0113, 0.0022, -0.0015, 0.0130, 0.0739, 0.1078, 0.0517, 0.0318, 0.0019, 0.0052, -0.0013, 0.0046, -0.0503, -0.0109, 0.0048, 0.0054, 0.0041, 0.0047, 0.0000, 0.0000, 0.0002, 0.0027, -0.0016, 0.0000, 0.0002, 0.0006, 0.0014, -0.0006, -0.0001, 0.0001, 0.0001, -0.0002, 0.0000, -0.0001, -0.0006, -0.0002, 0.0000, 0.0024, 0.0146, 0.0003, -0.0001, 0.0000, 0.0000, 0.0000, -0.0001, 0.0010, 0.0000, 0.0000, 0.0000, 0.0042, 0.1741, 0.0747, 0.0207, 0.0188, -0.0130, -0.0019, 0.0026, -0.0015, -0.0221, 0.0179, 0.0148, 0.0005, 0.0073, -0.0006, -0.0019, 0.0067, -0.0143, 0.0060, 0.0062, -0.0021, -0.0029, 0.0006, 0.0000, -0.0004, -0.0001, -0.0006, 0.0002, 0.0000, -0.0001, 0.0009, -0.0112, -0.0007, 0.0022, -0.0066, 0.0022, 0.0004, -0.0003, 0.0000, -0.0004]
}



# 2
{
  "formula": "C4H8O3",
  "method": "ωB97M-V with the def2-TZVPD basis set",
  "homo_energy_ha": [-0.3405, -0.3406],
  "gap_ev": [7.5, 7.5],
  "e_above_lowest_kcal_mol": 112.0,
  "lumo_energy_ev": [-1.77, -1.77],
  "elements": ["C", "C", "O", "C", "O", "C", "O", "H", "H", "H", "H", "H", "H", "H", "H"],
  "coordinates": [[-0.9670, 0.8745, -1.3507], [-0.7519, -0.5168, -0.3794], [0.0027, -1.3930, -0.9502], [-0.2000, 0.3261, 0.6504], [0.6635, -1.7146, 1.5467], [1.2427, 0.7250, 0.6143], [1.7627, 1.4093, 1.4665], [-1.4609, 0.3773, -2.1990], [-1.6206, 1.6506, -0.9534], [-0.0150, 1.2774, -1.7005], [-1.8154, -0.7598, -0.1874], [0.6055, -1.8949, 0.5623], [-0.8186, 0.8245, 1.3994], [1.5899, -1.5394, 1.7500], [1.7824, 0.3539, -0.2690]],
  "lowdin_charge": [0.0409, -0.5790, -0.1332, 0.0727, -0.0452, -0.2456, 0.0828, 0.0993, 0.0773, 0.0805, 0.1545, 0.0400, 0.1513, 0.0618, 0.1418]
}



# 3
{
  "formula": "C22H21N5O2S",
  "method": "ωB97M-V with the def2-TZVPD basis set",
  "homo_energy_ha": -0.3346,
  "smiles": "Cc1cc(S(=O)(=O)NCC(c2ccccc2)c2ccccc2)ccc1-n1cnnn1",
  "gap_ev": 9.1,
  "e_above_lowest_kcal_mol": 61.5,
  "lumo_energy_ev": -0.03,
  "elements": ["C", "C", "C", "C", "C", "C", "C", "N", "C", "N", "N", "N", "H", "H", "H", "S", "O", "O", "N", "H", "C", "H", "C", "C", "C", "C", "C", "C", "C", "H", "H", "H", "H", "H", "C", "C", "C", "C", "C", "C", "H", "H", "H", "H", "H", "H", "H", "H", "H", "H", "H"],
  "coordinates": [[-3.4830, -1.0398, -1.6881], [-2.6466, -1.1968, -0.4574], [-1.5200, -2.0094, -0.4864], [-0.7156, -2.1472, 0.6235], [-1.0021, -1.5003, 1.8085], [-2.1150, -0.6845, 1.8653], [-2.9259, -0.5361, 0.7436], [-4.0092, 0.3476, 0.8578], [-5.2964, 0.2677, 0.4331], [-5.9203, 1.3529, 0.8030], [-5.0251, 2.0955, 1.4431], [-3.9019, 1.5247, 1.4958], [-5.7285, -0.5620, -0.0806], [-2.3650, -0.1412, 2.7634], [-0.3527, -1.6368, 2.6581], [0.7491, -3.1602, 0.4620], [1.5450, -3.0335, 1.6495], [0.3524, -4.4677, 0.0294], [1.4979, -2.4434, -0.8556], [1.8117, -3.1673, -1.4847], [2.5143, -1.4475, -0.5707], [2.9480, -1.1134, -1.5165], [1.9185, -0.2596, 0.1948], [3.0289, 0.7394, 0.4509], [3.7332, 0.7057, 1.6466], [4.7689, 1.5942, 1.8776], [5.1112, 2.5266, 0.9134], [4.4146, 2.5645, -0.2824], [3.3807, 1.6745, -0.5135], [2.8356, 1.7117, -1.4455], [4.6770, 3.2901, -1.0383], [5.9177, 3.2218, 1.0933], [5.3089, 1.5590, 2.8123], [3.4683, -0.0239, 2.3984], [0.7485, 0.4189, -0.4752], [0.4220, 0.2514, -1.8136], [-0.6465, 0.9373, -2.3674], [-1.4032, 1.7994, -1.5943], [-1.0851, 1.9764, -0.2582], [-0.0175, 1.2920, 0.2911], [0.2337, 1.4394, 1.3315], [-1.6710, 2.6424, 0.3576], [-2.2324, 2.3370, -2.0310], [-0.8842, 0.8008, -3.4128], [0.9947, -0.4194, -2.4337], [1.5798, -0.6465, 1.1612], [3.3168, -1.8724, 0.0471], [-1.2493, -2.5372, -1.3864], [-2.8810, -1.2459, -2.5685], [-4.3138, -1.7459, -1.6799], [-3.8861, -0.0327, -1.7711]],
  "lowdin_charge": [-0.0350, -0.1821, -0.0134, -0.2683, -0.0456, 0.0062, -0.1621, -0.0430, -0.1332, 0.0253, -0.0390, 0.0520, 0.1212, 0.1200, 0.1208, 0.6628, -0.2811, -0.2821, -0.1197, 0.1139, -0.1851, 0.1313, -0.2375, -0.1945, -0.0285, -0.0800, -0.0918, -0.0755, -0.0249, 0.1165, 0.1029, 0.1006, 0.1025, 0.1181, -0.2085, -0.0480, -0.0852, -0.0940, -0.0796, -0.0283, 0.1297, 0.0974, 0.1057, 0.1054, 0.1080, 0.1184, 0.1295, 0.1301, 0.0836, 0.0877, 0.0766]
}